1.
A molecular structure, C4H6LiO2Y in a non-equilibrium geometry, computed with wB97M-V/def2-TZVPD.

## Properties
2S+1: 2
molar mass: 181.9 g/mol
charge: +1
orbital gap (alpha / beta): 6.1 / 7.7 eV

CARTESIAN COORDINATES (ANGSTROEM)
1 Y -0.1730 -2.1172 -1.4052
2 O 1.1807 -0.5743 -1.5795
3 O -0.5913 -0.6158 2.1207
4 C 1.0369 0.7095 -1.0723
5 C 0.5800 0.7424 0.3898
6 C -1.5252 -0.1835 -0.1232
7 C -0.6246 -0.1677 0.9315
8 Li 0.0137 -2.2896 2.7878
9 H -1.5284 0.3027 -1.1031
10 H 1.4243 0.3373 0.9754
11 H 0.3193 1.3078 -1.6753
12 H 0.4255 1.7818 0.7253
13 H 2.0037 1.2508 -1.1200
14 H -2.5415 -0.4842 0.1480

---

2.
4 unconnected molecules or ions with the total composition C20H51NO9P2S3 in a non-equilibrium geometry, computed with wB97M-V/def2-TZVPD.

## Properties
molar mass: 607.8 g/mol
charge: 0
orbital gap: 8.3 eV

CARTESIAN COORDINATES (ANGSTROEM)
1 S -4.4342 -1.3656 9.7199
2 S -0.2195 5.7564 -5.3437
3 S -5.0830 -2.4900 3.2182
4 P -0.8073 -0.6937 -3.2373
5 P 0.3803 0.8600 -2.2320
6 O -4.8264 -1.1591 8.3522
7 O -6.3167 -1.9823 2.6880
8 O 0.1972 4.4041 -5.6014
9 O -4.6603 -3.8400 2.9610
10 O -3.8885 -1.4875 2.8193
11 O 0.9997 6.7526 -5.6800
12 O -3.8190 -0.3188 10.4843
13 O -1.4286 6.2895 -5.9033
14 O -3.5198 -2.6872 9.8050
15 N 0.0115 0.0510 0.3389
16 C 1.7008 1.3027 -3.4964
17 C 3.1278 1.5214 -2.9169
18 C 5.3841 0.2796 -2.6784
19 C 1.5490 6.7252 -7.0057
20 C 5.0661 -2.8780 -2.9219
21 C 0.6221 7.3525 -8.0312
22 C 1.0977 0.0518 -0.6895
23 C -1.6841 -1.7467 -1.9615
24 C 0.4017 -1.8974 -4.0578
25 C -2.3291 -2.7398 9.0047
26 C -3.3859 -1.5340 1.4745
27 C 6.0917 -0.7701 -1.7548
28 C -4.3541 -0.9365 0.4702
29 C -1.2351 -1.8286 9.5309
30 C 3.8318 0.1871 -2.4851
31 C -5.8173 -1.9798 10.6304
32 C 5.2555 -4.4098 -2.6228
33 C -0.2613 6.0150 -3.5971
34 C 5.3173 -2.1143 -1.5677
35 C -5.0610 -2.1977 4.9597
36 H 0.6618 5.6458 -3.1569
37 H -5.4752 -2.3086 11.6090
38 H 7.0960 -1.0390 -2.1322
39 H -3.1228 -2.5608 1.2066
40 H -0.1355 -2.7803 -4.4578
41 H -5.8904 -2.7550 5.3901
42 H -6.2769 -2.7962 10.0788
43 H -5.2732 -1.5189 0.4088
44 H 3.1904 2.2918 -2.1268
45 H 3.7467 1.9091 -3.7571
46 H -2.6819 -2.0431 -2.3382
47 H -1.1117 -2.6903 -1.8538
48 H -4.6333 0.0771 0.7613
49 H -1.1132 5.4581 -3.2118
50 H 5.6873 1.2910 -2.3357
51 H -0.3188 -1.9532 8.9524
52 H -5.1980 -1.1343 5.1410
53 H 1.9630 0.5856 -0.2520
54 H 5.6798 0.1889 -3.7411
55 H -1.9831 -3.7729 9.0370
56 H 6.1851 -4.6013 -2.0638
57 H -2.5659 -2.5116 7.9624
58 H 2.4779 7.2945 -6.9649
59 H -2.4620 -0.9535 1.4700
60 H 1.1815 -2.2337 -3.3380
61 H -1.0279 -2.0454 10.5796
62 H -6.5190 -1.1554 10.7406
63 H 1.8105 5.7011 -7.2835
64 H 4.3870 -2.0186 -0.9818
65 H 3.4770 -0.6515 -3.1064
66 H -0.0074 0.9608 0.7851
67 H 5.9801 -2.7733 -0.9686
68 H -0.2996 6.7807 -8.1346
69 H 5.2956 -5.0130 -3.5512
70 H 6.1936 -0.3111 -0.7493
71 H 4.0368 -2.7140 -3.2809
72 H 0.2345 -0.6434 1.0422
73 H 1.1012 7.3913 -9.0105
74 H -1.7818 -1.2691 -0.9759
75 H -1.5275 -0.7808 9.4686
76 H -0.3938 7.0770 -3.4026
77 H 3.6601 0.0290 -1.4092
78 H 1.3638 2.2284 -4.0053
79 H -4.1183 -2.5477 5.3717
80 H 4.3718 -4.7597 -2.0528
81 H 1.7782 0.5301 -4.2851
82 H 1.3136 -1.0221 -0.8773
83 H 5.7861 -2.5867 -3.7056
84 H 0.3444 8.3631 -7.7288
85 H -3.9116 -0.9118 -0.5239
86 H 0.9219 -1.4387 -4.9145